No. 1
Molecular formula: C40H82MgO27S7
Method: DFT, ωB97M-V with the def2-TZVPD basis set

ORCA input file:
```
! wB97M-V def2-TZVPD RIJCOSX def2/J DEFGRID3
* xyz 0 1
Mg -1.579 -1.259 2.425
O -0.156 -1.574 1.059
C -0.051 -0.358 0.413
C -0.669 0.948 1.136
O -1.814 0.657 1.917
H -0.664 -0.468 -0.482
H 0.961 -0.112 0.093
H -0.838 1.799 0.476
H 0.138 1.422 1.695
C 1.881 3.537 3.545
C 0.836 4.099 4.559
C -0.543 3.448 4.398
O -0.910 3.269 5.710
C 0.114 3.363 6.549
O 0.130 3.161 7.738
O 1.236 3.597 5.827
H 1.887 4.128 2.629
H 1.550 2.520 3.333
H 2.857 3.492 4.030
H 0.794 5.186 4.493
H -0.592 2.465 3.928
H -1.127 4.212 3.886
C 3.641 2.049 0.697
C 3.281 3.152 -0.349
C 3.298 2.671 -1.818
O 1.968 2.901 -2.214
C 1.312 3.551 -1.242
O 0.239 4.148 -1.442
O 1.965 3.493 -0.068
H 3.829 2.513 1.665
H 4.560 1.483 0.540
H 2.756 1.425 0.819
H 3.990 3.972 -0.230
H 3.634 1.641 -1.938
H 3.880 3.342 -2.450
C 5.016 -4.204 -3.195
C 4.782 -2.954 -4.113
C 4.159 -3.085 -5.472
O 3.278 -1.958 -5.505
C 3.014 -1.548 -4.197
O 2.209 -0.707 -3.858
O 3.789 -2.167 -3.345
H 4.048 -4.701 -3.128
H 5.293 -3.874 -2.194
H 5.662 -4.994 -3.577
H 5.695 -2.364 -4.183
H 3.637 -4.040 -5.537
H 4.976 -3.054 -6.193
C 0.165 2.773 -5.134
C -0.512 1.486 -4.759
C -0.594 1.126 -3.325
O -1.944 0.940 -3.087
C -2.674 1.300 -4.118
O -3.864 1.373 -4.196
O -1.878 1.642 -5.126
H -0.331 3.612 -4.645
H 0.134 3.095 -6.175
H 1.200 2.878 -4.809
H -0.040 0.692 -5.337
H -0.349 1.937 -2.639
H -0.001 0.248 -3.066
C 0.795 -3.230 -1.900
C 1.340 -4.643 -2.312
C 0.366 -5.814 -2.221
O 0.247 -6.240 -3.532
C 1.076 -5.457 -4.338
O 1.312 -5.743 -5.567
O 1.698 -4.546 -3.616
H 1.502 -2.408 -2.008
H 0.323 -3.202 -0.918
H -0.028 -2.983 -2.571
H 2.181 -4.961 -1.696
H -0.593 -5.522 -1.793
H 0.822 -6.635 -1.669
C -3.346 3.600 -0.890
C -4.086 3.726 0.408
C -3.087 3.845 1.586
O -3.620 4.946 2.298
C -4.561 5.636 1.553
O -5.198 6.656 1.918
O -4.672 5.028 0.435
H -2.646 2.765 -0.909
H -2.612 4.375 -1.108
H -3.963 3.353 -1.754
H -4.752 2.873 0.534
H -2.096 3.967 1.150
H -3.217 2.918 2.145
C -5.130 0.543 3.142
S -4.199 -0.511 4.435
O -3.067 -1.228 3.736
C -3.647 0.924 5.368
H -5.655 -0.095 2.431
H -4.460 1.050 2.448
H -5.952 1.149 3.522
H -4.568 1.345 5.772
H -3.112 1.579 4.681
H -2.953 0.562 6.127
C -2.747 -2.855 -1.317
S -3.862 -2.280 0.094
O -2.983 -2.061 1.320
C -4.311 -0.683 -0.573
H -2.121 -1.992 -1.548
H -3.308 -3.161 -2.200
H -2.155 -3.675 -0.912
H -4.382 -0.682 -1.661
H -3.483 -0.070 -0.218
H -5.276 -0.325 -0.215
C 1.374 0.139 5.714
S 0.694 -1.384 4.806
O -0.516 -0.849 4.119
C 2.055 -1.303 3.540
H 2.224 -0.178 6.318
H 0.620 0.621 6.337
H 1.723 0.932 5.053
H 1.719 -2.065 2.836
H 3.016 -1.621 3.943
H 2.142 -0.397 2.940
C -0.318 -2.216 -5.510
S -1.823 -3.302 -5.757
O -1.967 -4.257 -4.591
C -3.044 -1.876 -5.564
H 0.608 -2.781 -5.411
H -0.402 -1.667 -4.573
H -0.213 -1.499 -6.325
H -2.762 -1.168 -6.343
H -3.019 -1.444 -4.564
H -3.998 -2.300 -5.879
C 3.447 -3.003 0.272
S 4.864 -4.204 0.516
O 6.126 -3.431 0.983
C 4.172 -5.005 2.035
H 3.409 -2.504 -0.696
H 3.506 -2.303 1.105
H 2.445 -3.420 0.372
H 3.702 -4.305 2.727
H 5.005 -5.518 2.517
H 3.413 -5.711 1.698
C -0.418 6.513 0.465
S -0.191 7.611 1.954
O -1.004 6.899 3.009
C 1.640 7.276 2.200
H -1.354 6.724 -0.052
H -0.285 5.504 0.855
H 0.372 6.732 -0.254
H 2.119 7.489 3.156
H 2.227 7.832 1.469
H 1.883 6.247 1.937
C -0.180 -5.020 2.174
S -1.399 -4.453 3.449
O -1.491 -2.971 3.214
C -2.987 -4.975 2.670
H -0.046 -6.101 2.158
H 0.805 -4.577 2.323
H -0.566 -4.708 1.203
H -3.068 -4.393 1.751
H -3.861 -4.763 3.286
H -2.877 -6.009 2.345
*
```


No. 2
Molecular formula: C40H82N6O4
Method: DFT, ωB97M-V with the def2-TZVPD basis set

Computed properties:
Structure (SMILES): CC1(C)CCCC(C)(C)N1O.CC1(C)CCCC(C)(C)N1O.CC1(C)CCCC(C)(C)N1O.CC1(C)CCCC(C)(C)N1O.CC#N.CC#N

ORCA input file:
```
! wB97M-V def2-TZVPD RIJCOSX def2/J DEFGRID3
* xyz 0 1
C -4.427 -0.861 -1.401
C -3.250 -1.197 -2.048
N -2.289 -1.432 -2.649
H -4.937 -1.812 -1.233
H -5.070 -0.174 -1.862
H -4.253 -0.485 -0.424
C -0.571 1.242 -0.728
C -1.971 1.687 -0.591
N -3.050 2.036 -0.400
H -0.554 0.219 -0.916
H -0.149 1.584 0.183
H -0.061 1.777 -1.539
C 1.941 0.897 -3.922
C 0.883 1.778 -4.792
C -0.484 1.240 -4.389
C -1.618 2.166 -4.786
C -1.416 3.614 -4.250
C -0.023 4.184 -4.607
N 0.948 3.178 -4.137
O 2.207 3.773 -4.421
C -0.049 4.845 -6.071
C 0.150 5.356 -3.626
C 1.153 1.623 -6.281
H 1.680 -0.138 -4.174
H 1.747 1.067 -2.903
H 2.914 1.192 -4.272
H -0.676 0.255 -4.794
H -0.438 1.132 -3.273
H -2.524 1.804 -4.392
H -1.680 2.286 -5.869
H -1.353 3.656 -3.165
H -2.213 4.299 -4.592
H -0.494 4.216 -6.839
H -0.799 5.674 -5.951
H 0.946 5.209 -6.382
H 0.203 4.939 -2.610
H 0.994 5.989 -3.841
H -0.763 5.959 -3.698
H 0.639 2.414 -6.845
H 0.898 0.680 -6.723
H 2.163 1.880 -6.544
H 2.419 4.320 -3.636
C -3.288 -3.440 6.096
C -3.491 -2.501 4.947
C -4.688 -1.597 5.299
C -4.790 -0.307 4.396
C -3.430 0.344 4.358
C -2.283 -0.503 3.878
N -2.267 -1.674 4.824
O -1.175 -2.521 4.512
C -2.311 -0.925 2.416
C -0.986 0.311 4.045
C -3.827 -3.352 3.743
H -2.989 -2.892 6.962
H -2.515 -4.198 5.738
H -4.208 -3.998 6.325
H -5.605 -2.116 5.229
H -4.652 -1.233 6.390
H -5.451 0.439 4.851
H -5.055 -0.607 3.401
H -3.226 0.605 5.373
H -3.445 1.263 3.793
H -3.337 -0.954 2.037
H -1.897 -0.177 1.774
H -1.758 -1.834 2.203
H -0.854 0.593 5.085
H -0.168 -0.281 3.706
H -0.948 1.218 3.460
H -4.514 -4.155 3.992
H -2.969 -3.885 3.309
H -4.333 -2.828 2.949
H -0.764 -2.737 5.369
C 2.965 2.970 -1.166
C 3.104 3.898 0.105
C 1.913 3.743 1.006
C 1.969 2.371 1.689
C 3.206 2.334 2.576
C 4.514 2.439 1.701
N 4.333 3.693 0.887
O 5.463 3.816 -0.044
C 5.656 2.786 2.677
C 4.800 1.144 0.972
C 3.171 5.358 -0.379
H 3.929 3.089 -1.700
H 2.022 3.293 -1.667
H 2.822 1.929 -0.898
H 2.004 4.505 1.733
H 0.977 3.820 0.435
H 1.945 1.540 1.002
H 1.152 2.268 2.403
H 3.265 1.325 2.976
H 3.183 3.114 3.349
H 5.891 1.895 3.331
H 6.598 3.079 2.184
H 5.369 3.709 3.252
H 4.752 0.383 1.729
H 3.975 0.912 0.259
H 5.750 1.182 0.443
H 2.258 5.735 -0.927
H 3.937 5.414 -1.175
H 3.310 6.084 0.401
H 5.904 4.661 0.189
C -0.916 -6.566 -0.622
C -0.986 -5.350 0.255
C -0.248 -5.422 1.604
C 1.256 -5.387 1.436
C 1.620 -4.061 0.800
C 1.040 -3.862 -0.609
N -0.413 -4.108 -0.400
O -1.020 -3.860 -1.666
C 1.372 -2.461 -1.049
C 1.691 -4.805 -1.603
C -2.424 -4.976 0.537
H 0.108 -6.809 -0.835
H -1.594 -6.361 -1.464
H -1.268 -7.435 -0.046
H -0.549 -4.497 2.107
H -0.633 -6.281 2.182
H 1.642 -6.218 0.863
H 1.735 -5.405 2.410
H 2.713 -4.006 0.707
H 1.229 -3.325 1.458
H 2.474 -2.272 -1.067
H 0.942 -2.324 -2.014
H 0.927 -1.831 -0.255
H 1.030 -4.927 -2.456
H 2.674 -4.438 -1.980
H 1.870 -5.740 -1.142
H -3.069 -4.940 -0.364
H -2.427 -4.063 1.172
H -2.855 -5.757 1.223
H -1.606 -3.123 -1.592
*
```


No. 3
Molecular formula: C40H83Br2F3O25P4S
Method: DFT, ωB97M-V with the def2-TZVPD basis set

Computed properties:
Structure (SMILES): C=CC(=O)OCCCCCC[C@H](CCCCCOC(C)=O)O[C@H](CCCCS(=O)(=O)O)COCCC[C@](F)(Br)C(F)(F)Br.COP(=O)(OC)OC.COP(=O)(OC)OC.COP(=O)(OC)OC.COP(=O)(OC)OC

ORCA input file:
```
! wB97M-V def2-TZVPD RIJCOSX def2/J DEFGRID3
* xyz 0 1
C 0.770 -3.555 3.735
C 1.471 -2.670 2.949
C 2.237 -1.602 3.639
O 1.720 -0.703 4.250
O 3.566 -1.768 3.548
C 4.266 -0.548 3.200
C 5.728 -0.854 2.871
C 6.147 -0.519 1.426
C 5.215 -1.038 0.336
C 5.378 -2.561 0.109
C 4.210 -3.440 0.589
C 3.227 -3.872 -0.529
C 3.602 -5.221 -1.148
C 4.827 -5.194 -2.092
C 6.104 -5.842 -1.509
C 7.383 -4.997 -1.570
C 7.680 -4.320 -2.905
O 8.534 -5.090 -3.771
C 7.987 -6.275 -4.156
C 6.820 -6.271 -5.105
O 8.426 -7.292 -3.725
O 3.139 -2.847 -1.505
C 1.795 -2.491 -1.848
C 1.759 -2.150 -3.326
C 0.295 -1.999 -3.799
C -0.266 -3.211 -4.559
C 0.090 -4.551 -3.925
S -0.797 -5.836 -4.789
O -0.234 -6.006 -6.090
O -2.184 -5.499 -4.758
O -0.559 -7.183 -3.970
C 1.352 -1.286 -0.969
O 1.432 -0.048 -1.623
C 2.668 0.603 -1.434
C 2.745 1.861 -2.281
C 2.429 1.615 -3.762
C 3.599 1.096 -4.573
F 4.302 0.136 -3.915
Br 4.862 2.569 -4.857
C 3.150 0.522 -5.968
F 3.268 1.417 -6.944
F 1.883 0.091 -5.922
Br 4.232 -1.031 -6.475
H 1.106 -4.583 3.831
H -0.099 -3.206 4.286
H 1.472 -2.755 1.866
H 3.740 -0.016 2.408
H 4.215 0.104 4.071
H 5.925 -1.895 3.123
H 6.333 -0.231 3.528
H 7.148 -0.925 1.268
H 6.252 0.567 1.374
H 4.175 -0.820 0.563
H 5.511 -0.556 -0.595
H 5.587 -2.741 -0.942
H 6.266 -2.875 0.662
H 4.633 -4.342 1.026
H 3.623 -2.866 1.300
H 2.269 -4.013 -0.016
H 2.737 -5.623 -1.683
H 3.799 -5.918 -0.333
H 4.538 -5.798 -2.953
H 4.965 -4.178 -2.452
H 5.934 -6.112 -0.465
H 6.280 -6.779 -2.034
H 8.227 -5.660 -1.368
H 7.418 -4.228 -0.803
H 8.228 -3.404 -2.701
H 6.790 -4.020 -3.460
H 7.161 -6.229 -6.136
H 6.176 -5.409 -4.937
H 6.244 -7.165 -4.894
H 1.123 -3.337 -1.688
H 2.326 -1.252 -3.536
H 2.213 -2.957 -3.902
H 0.187 -1.120 -4.430
H -0.348 -1.835 -2.933
H 0.043 -3.194 -5.603
H -1.353 -3.144 -4.557
H -0.221 -4.607 -2.881
H 1.156 -4.771 -3.983
H 0.124 -7.054 -3.298
H 1.994 -1.318 -0.084
H 0.321 -1.458 -0.656
H 2.829 0.888 -0.387
H 3.493 -0.062 -1.702
H 2.023 2.581 -1.896
H 3.731 2.319 -2.203
H 1.554 0.971 -3.819
H 2.132 2.568 -4.197
C -2.009 4.771 6.544
O -1.791 3.365 6.335
P -2.692 2.600 5.165
O -3.991 2.618 5.911
O -1.853 1.229 5.317
C -0.427 1.204 5.522
O -3.310 2.151 3.704
C -4.335 1.156 3.764
H -1.304 5.099 7.303
H -1.828 5.338 5.632
H -3.026 4.944 6.897
H -0.214 1.094 6.584
H 0.055 2.106 5.151
H -0.023 0.351 4.989
H -5.279 1.603 4.067
H -4.064 0.355 4.450
H -4.444 0.743 2.762
C -2.865 10.821 3.306
O -2.992 9.840 2.256
P -3.255 8.297 2.709
O -1.979 7.846 3.302
O -3.465 7.788 1.183
C -3.977 8.623 0.141
O -4.407 7.361 3.330
C -4.070 5.977 3.460
H -2.747 11.792 2.831
H -3.754 10.842 3.934
H -1.986 10.608 3.913
H -3.151 9.040 -0.434
H -4.589 9.435 0.527
H -4.588 8.004 -0.512
H -3.427 5.828 4.324
H -3.587 5.604 2.559
H -4.999 5.434 3.618
C -1.466 2.723 -6.444
O -2.495 2.476 -5.465
P -2.499 3.415 -4.123
O -1.322 2.967 -3.352
O -3.895 2.752 -3.613
C -4.902 2.257 -4.499
O -2.886 4.875 -3.551
C -2.786 5.042 -2.132
H -1.645 2.053 -7.280
H -1.503 3.751 -6.803
H -0.485 2.514 -6.019
H -4.789 1.180 -4.619
H -4.861 2.730 -5.477
H -5.871 2.464 -4.050
H -1.747 5.165 -1.835
H -3.230 4.198 -1.608
H -3.335 5.950 -1.890
C -7.964 1.539 6.176
O -8.408 0.627 5.146
P -9.572 -0.439 5.544
O -8.925 -1.410 6.446
O -9.721 -0.984 4.021
C -9.451 -0.177 2.873
O -11.151 -0.490 5.861
C -11.701 -1.790 6.095
H -7.229 2.207 5.733
H -8.798 2.129 6.552
H -7.496 0.993 6.993
H -8.438 -0.368 2.519
H -9.562 0.885 3.079
H -10.158 -0.458 2.094
H -11.453 -2.132 7.096
H -11.344 -2.503 5.354
H -12.781 -1.687 6.009
*
```


Calculated values (eV) of frontier orbital gap for the records, taken in order: 6.88; 8.80; 7.54.
Calculated values (eV Å⁻¹) of max |F| for the records, taken in order: 6.3; 3.9; 7.6.